An isolated molecule of C9H12N2S, computed with ωB97M-V/def2-TZVPD.

Cartesian coordinates (Å):
C1 -2.6802 2.1471 -0.4025
N1 -1.5779 1.2380 -0.1421
C2 -1.8767 -0.1169 0.0072
S1 -3.4270 -0.7507 0.2458
N2 -0.7364 -0.9032 0.0312
C3 -0.8674 -2.3578 0.2341
C4 0.5795 -0.3616 0.0786
C5 1.4188 -0.6602 -1.0070
C6 2.7762 -0.3307 -1.0327
C7 3.2628 0.2919 0.1455
C8 2.4341 0.6140 1.2045
C9 1.0950 0.1980 1.2020
H1 -2.1888 3.0871 -0.7927
H2 -3.2286 2.2979 0.5378
H3 -3.3240 1.7853 -1.1979
H4 -0.6474 1.4680 -0.3696
H5 -1.0730 -2.5460 1.3431
H6 -1.7186 -2.7430 -0.3402
H7 0.0622 -2.9117 -0.1133
H8 0.9830 -1.0971 -1.9058
H9 3.3051 -0.5437 -1.9164
H10 4.2850 0.7100 0.1064
H11 2.7932 1.0974 2.1141
H12 0.3511 0.3878 1.9698

* structure (SMILES): CNC(=S)N(C)c1ccccc1


An isolated ion of composition C9H12N3O2 and charge +1, computed with ωB97M-V/def2-TZVPD.

Cartesian coordinates (Å):
C1 3.3742 0.3733 -0.8567
C2 2.8695 -0.3340 0.0278
C3 1.0550 1.6568 0.0006
C4 -1.5084 1.4036 0.5366
C5 -1.7377 0.0580 -0.1691
C6 3.0048 1.5572 -1.6581
C7 2.1660 -0.6154 1.1423
C8 -3.2682 -1.2186 -1.5115
C9 -0.0668 1.8840 0.9136
N1 1.7788 1.9336 -0.9066
N2 -2.5270 1.9798 0.9283
N3 1.2693 -1.8592 0.9449
O1 -1.1190 -1.0097 0.0759
O2 -2.7535 0.1230 -0.9831
H1 3.7604 2.2991 -1.5738
H2 2.6846 1.3453 -2.7190
H3 2.3775 -0.3616 2.1615
H4 -3.7795 -1.8542 -0.6564
H5 -2.4222 -1.8286 -1.8118
H6 -3.9379 -0.9801 -2.3048
H7 0.0248 1.2564 1.7905
H8 -0.2179 2.9247 1.2562
H9 -2.2257 2.8394 1.3463
H10 0.3618 -1.6358 0.3369
H11 0.8836 -2.0190 1.8896
H12 1.7987 -2.6564 0.5948

* net charge: +1


| no. | HOMO level (eV) | E_tot (eV) | E_LUMO (eV) |
| --- | --- | --- | --- |
| 1 | -8.09 | -23342.7899 | 0.698 |
| 2 | -11.04 | -18080.0866 | -3.349 |